[1]
Formula: C25H28N2O3PSbSe4Tc
Source: the Open Molecules 2025 dataset
Level of theory: ωB97M-V with the def2-TZVPD basis set

The geometry in XYZ format:
```
65
C25H28N2O3PSbSe4Tc | the Open Molecules 2025 dataset | ωB97M-V with the def2-TZVPD basis set
Tc 0.507 0.845 0.314
C -2.388 -4.631 -1.362
C -1.114 -4.267 -0.949
C -0.829 -2.947 -0.640
C -1.828 -1.979 -0.730
C -3.110 -2.349 -1.157
C -3.383 -3.670 -1.471
P -1.529 -0.211 -0.556
C -3.097 0.507 -0.028
C -3.644 1.592 -0.712
C -4.874 2.104 -0.321
C -5.546 1.551 0.761
C -4.994 0.481 1.457
C -3.776 -0.048 1.061
C -1.019 0.519 -2.091
C -1.340 0.381 -3.430
C -0.583 1.109 -4.339
C 0.463 1.918 -3.901
C 0.782 2.041 -2.551
C 0.027 1.314 -1.632
H -2.604 -5.663 -1.605
H -0.340 -5.019 -0.872
H 0.165 -2.672 -0.330
H -3.899 -1.613 -1.245
H -4.376 -3.948 -1.798
H -3.139 2.006 -1.577
H -5.318 2.920 -0.875
H -6.512 1.942 1.052
H -5.527 0.040 2.288
H -3.370 -0.909 1.580
H -2.139 -0.272 -3.759
H -0.795 1.041 -5.397
H 1.052 2.456 -4.633
H 1.624 2.655 -2.269
Se -2.093 3.941 1.239
Sb -2.539 4.972 3.309
Se -0.969 1.670 1.897
Se 0.451 2.761 3.375
Se -1.148 3.505 4.868
O 2.858 -0.065 0.773
C 2.163 -0.981 1.232
O 0.893 -1.032 1.033
C 2.782 -2.062 2.101
N 4.227 -1.686 2.340
C 5.091 -2.876 1.957
C 4.274 -3.524 0.857
C 2.845 -3.437 1.397
H 2.249 -2.109 3.048
H 4.398 -1.380 3.297
H 4.420 -0.884 1.719
H 5.169 -3.510 2.838
H 6.077 -2.518 1.674
H 4.589 -4.549 0.679
H 4.383 -2.972 -0.078
H 2.655 -4.225 2.124
H 2.088 -3.516 0.619
C 3.420 4.014 0.345
C 2.001 3.721 -0.016
N 1.305 4.636 -0.663
O 1.481 2.624 0.313
H 3.981 4.311 -0.542
H 3.875 3.133 0.786
H 3.459 4.842 1.054
H 1.720 5.517 -0.927
H 0.349 4.456 -0.933
```

Properties
- Orbital gap (spin up / spin down): 5.55 / 5.52 eV
- Total charge: +3
- Lowest unoccupied orbital energy (spin up / spin down): -10.26 / -10.26 eV

[2]
Formula: C16H32BeFNO16
Source: the Open Molecules 2025 dataset
Level of theory: ωB97M-V with the def2-TZVPD basis set

The geometry in XYZ format:
```
67
C16H32BeFNO16 | the Open Molecules 2025 dataset | ωB97M-V with the def2-TZVPD basis set
Be -0.170 0.006 -0.021
N -2.213 1.201 0.196
O -2.032 0.092 0.659
O -3.213 1.804 0.430
O -1.333 1.558 -0.554
F 1.517 -0.920 0.071
C 1.248 0.611 3.524
C 0.210 1.664 3.285
C -0.856 0.913 2.496
O -0.082 0.096 1.596
C 1.062 -0.384 2.363
H 1.026 0.017 4.411
H 2.253 0.973 3.738
H 0.626 2.467 2.677
H -0.233 2.027 4.212
H -1.549 1.603 2.014
H -1.488 0.241 3.078
H 1.931 -0.694 1.782
H 0.824 -1.350 2.810
C -3.668 -1.815 -1.977
O -2.400 -2.511 -2.012
C -1.226 -1.915 -1.769
O -1.054 -0.717 -1.425
O -0.296 -2.863 -2.002
C 1.058 -2.401 -2.279
H -3.730 -1.031 -1.223
H -4.465 -2.554 -1.890
H -3.862 -1.332 -2.935
H 1.778 -3.217 -2.348
H 1.433 -1.700 -1.533
H 1.200 -1.887 -3.229
C 2.940 -0.385 -2.193
O 2.326 0.728 -2.801
C 1.072 1.032 -2.439
O 0.392 0.496 -1.615
O 0.690 2.023 -3.190
C -0.546 2.598 -3.016
H 2.562 -0.737 -1.233
H 4.023 -0.319 -2.088
H 2.693 -1.213 -2.858
H -0.562 3.667 -3.227
H -0.936 2.476 -2.006
H -1.187 2.149 -3.775
C 1.243 -3.432 0.892
O -0.197 -3.545 0.969
C -0.951 -2.476 1.034
O -0.683 -1.314 0.699
O -2.173 -2.935 1.365
C -3.344 -2.152 1.351
H 1.372 -3.402 -0.190
H 1.663 -4.345 1.314
H 1.643 -2.616 1.495
H -3.174 -1.147 1.737
H -4.201 -2.632 1.824
H -3.454 -1.844 0.312
C 2.971 1.270 1.393
O 2.472 2.550 0.959
C 1.266 2.577 0.380
O 0.511 1.613 0.257
O 1.082 3.745 -0.102
C -0.056 4.085 -0.858
H 2.595 0.461 0.766
H 2.751 1.229 2.460
H 4.060 1.234 1.377
H -0.204 3.461 -1.739
H -0.019 5.125 -1.183
H -0.935 3.993 -0.219
```

Properties
- Orbital gap: 9.29 eV
- Relative energy (zero: lowest compared OMol25 entry of this formula, charge and spin): 6.4646 eV
- Lowest unoccupied orbital energy: 0.65 eV

[3]
Formula: C4H2Br2F3O2
Source: the Open Molecules 2025 dataset
Level of theory: ωB97M-V with the def2-TZVPD basis set

The geometry in XYZ format:
```
13
C4H2Br2F3O2 | the Open Molecules 2025 dataset | ωB97M-V with the def2-TZVPD basis set
C -0.049 -0.679 -2.635
C 0.924 0.477 -0.469
C 0.211 -0.537 -0.944
C -0.613 0.375 2.163
O -1.120 -0.346 -3.130
O 0.980 -1.253 -2.999
F -0.203 1.527 2.650
F -1.872 0.214 1.993
F -0.161 -0.555 2.930
Br 1.070 2.116 -1.322
Br -0.062 -2.144 0.014
H 1.050 0.656 0.448
H -0.155 0.149 1.299
```

Properties
- Orbital gap: 7.87 eV
- Total charge: -1
- Relative energy (zero: lowest compared OMol25 entry of this formula, charge and spin): 0.6061 eV
- Lowest unoccupied orbital energy: 3.15 eV

[4]
Formula: C3H4S2
Source: the Open Molecules 2025 dataset
Level of theory: ωB97M-V with the def2-TZVPD basis set

The geometry in XYZ format:
```
9
C3H4S2 | the Open Molecules 2025 dataset | ωB97M-V with the def2-TZVPD basis set
C 0.075 -0.197 0.093
C -1.184 -0.982 0.174
C -2.312 -0.509 -0.237
H -0.951 1.563 0.893
H -1.064 -1.788 0.923
H -3.274 -1.066 -0.080
H -2.229 0.446 -0.636
S 0.154 1.488 -0.004
S 1.599 -0.802 -0.076
```

Properties
- Orbital gap: 7.76 eV
- Relative energy (zero: lowest compared OMol25 entry of this formula, charge and spin): 1.3670 eV
- Lowest unoccupied orbital energy: -0.75 eV

[5]
Formula: C44H32FN11PPt
Source: the Open Molecules 2025 dataset
Level of theory: ωB97M-V with the def2-TZVPD basis set

The geometry in XYZ format:
```
90
C44H32FN11PPt | the Open Molecules 2025 dataset | ωB97M-V with the def2-TZVPD basis set
Pt 0.410 -0.346 -0.544
C -5.415 -1.129 -3.646
C -4.950 -2.445 -3.683
C -3.841 -2.825 -2.956
C -3.192 -1.850 -2.207
C -2.009 -1.899 -1.405
N -1.685 -0.627 -0.952
C -2.702 0.191 -1.352
N -2.891 1.445 -0.900
C -0.714 2.435 -1.041
C -0.526 3.403 -2.062
C -1.338 4.373 -2.654
C -0.780 5.174 -3.632
C 0.551 5.035 -4.030
C 1.363 4.060 -3.476
C 0.816 3.248 -2.499
C 1.371 2.179 -1.722
N 2.644 1.875 -1.693
C 3.135 0.841 -1.048
N 2.439 -0.269 -0.683
C 3.312 -1.199 -0.169
N 3.023 -2.436 0.183
C 1.838 -2.964 -0.022
N 0.705 -2.346 -0.488
C -0.293 -3.270 -0.592
N -1.474 -3.059 -1.087
C 0.208 -4.565 -0.183
C -0.364 -5.825 -0.162
C 0.422 -6.874 0.294
C 1.732 -6.664 0.720
C 2.324 -5.412 0.666
C 1.548 -4.362 0.202
C 4.632 -0.625 -0.142
C 5.859 -1.098 0.297
C 6.959 -0.270 0.144
C 6.856 0.985 -0.451
C 5.634 1.471 -0.890
C 4.525 0.657 -0.726
N 0.396 1.686 -0.872
C -3.643 -0.510 -2.177
C -4.784 -0.156 -2.895
H -6.286 -0.864 -4.224
H -5.469 -3.163 -4.298
H -3.470 -3.836 -2.978
H -2.372 4.495 -2.367
H -1.391 5.930 -4.104
H 0.950 5.694 -4.784
H 2.390 3.925 -3.775
H -1.380 -5.976 -0.493
H 0.022 -7.877 0.318
H 2.298 -7.498 1.099
H 3.347 -5.252 0.966
H 5.941 -2.076 0.741
H 7.921 -0.602 0.502
H 7.744 1.587 -0.568
H 5.533 2.446 -1.338
H -5.178 0.846 -2.889
F -5.620 2.530 1.977
C -4.542 2.508 1.177
C -4.824 2.669 -0.222
C -4.008 2.248 -1.196
C -1.906 2.202 -0.232
C -2.096 2.655 1.021
C -3.320 2.550 1.753
H -5.738 3.193 -0.462
H -4.153 2.531 -2.231
H -1.282 3.174 1.506
H -3.270 2.635 2.828
C 1.670 0.263 4.998
N 2.544 -0.458 4.093
C 2.411 -1.887 4.323
N 1.033 -2.334 4.194
C 0.186 -1.576 5.095
N 0.280 -0.144 4.851
C -0.307 0.260 3.608
P 0.576 -0.540 2.134
C 2.312 -0.105 2.712
C 0.566 -2.292 2.835
H 1.759 1.337 4.814
H 1.987 0.051 6.024
H 2.759 -2.110 5.337
H 3.032 -2.426 3.606
H 0.506 -1.775 6.123
H -0.851 -1.901 4.978
H -0.243 1.347 3.511
H -1.360 -0.036 3.587
H 2.462 0.972 2.582
H 3.049 -0.624 2.093
H 1.206 -2.940 2.229
H -0.456 -2.686 2.784
```

Properties
- Orbital gap (spin up / spin down): 3.87 / 3.89 eV
- Total charge: +1
- Relative energy (zero: lowest compared OMol25 entry of this formula, charge and spin): 3.7881 eV
- Lowest unoccupied orbital energy (spin up / spin down): -4.97 / -4.96 eV

[6]
Formula: C2H3BrFNO
Source: the Open Molecules 2025 dataset
Level of theory: ωB97M-V with the def2-TZVPD basis set

The geometry in XYZ format:
```
9
C2H3BrFNO | the Open Molecules 2025 dataset | ωB97M-V with the def2-TZVPD basis set
C 0.916 0.142 -0.752
C -0.099 0.571 0.351
O 0.012 1.575 1.006
N -0.965 -0.464 0.588
F -1.009 -1.489 -0.240
Br -2.287 -0.313 1.984
H 0.486 -0.323 -1.761
H 1.358 -0.652 -0.271
H 1.588 0.953 -0.906
```

Properties
- SMILES string: CC(=O)N(F)Br
- Orbital gap: 9.23 eV
- Relative energy (zero: lowest compared OMol25 entry of this formula, charge and spin): 3.8182 eV
- Lowest unoccupied orbital energy: -0.72 eV

[7]
Formula: C3H6Cl7
Source: the Open Molecules 2025 dataset
Level of theory: ωB97M-V with the def2-TZVPD basis set

The geometry in XYZ format:
```
16
C3H6Cl7 | the Open Molecules 2025 dataset | ωB97M-V with the def2-TZVPD basis set
Cl 0.123 -0.110 0.354
C -3.043 2.094 -0.110
Cl -4.203 1.139 0.842
Cl -3.917 2.847 -1.477
H -2.662 2.905 0.509
H -2.178 1.478 -0.357
C 2.044 -2.178 3.070
Cl 2.773 -1.788 4.667
Cl 1.000 -3.673 3.239
H 1.482 -1.306 2.735
H 2.889 -2.408 2.421
C 1.134 0.077 -3.062
Cl 0.067 1.353 -3.686
Cl 2.452 -0.090 -4.177
H 1.481 0.486 -2.113
H 0.558 -0.825 -2.856
```

Properties
- 2S+1: 2
- Orbital gap (spin up / spin down): 11.45 / 6.04 eV
- Lowest unoccupied orbital energy (spin up / spin down): 0.37 / -5.04 eV

[8]
Formula: C4H8NO2Si
Source: the Open Molecules 2025 dataset
Level of theory: ωB97M-V with the def2-TZVPD basis set

The geometry in XYZ format:
```
16
C4H8NO2Si | the Open Molecules 2025 dataset | ωB97M-V with the def2-TZVPD basis set
C -1.183 1.448 1.815
C -0.941 1.508 0.475
C 0.420 0.952 -0.046
Si 0.273 -0.917 -0.451
N 1.849 -1.670 -0.054
C -0.362 -1.278 -2.210
O 0.331 -1.247 -3.247
O -1.617 -1.604 -2.279
H -2.194 1.210 2.219
H -0.352 1.619 2.536
H -1.656 1.972 -0.240
H 1.125 1.056 0.829
H 0.842 1.565 -0.880
H -0.717 -1.476 0.487
H 1.692 -2.211 0.802
H 2.491 -0.927 0.243
```

Properties
- SMILES string: C=CC[Si@H](N)C(=O)[O-]
- Orbital gap: 7.41 eV
- Total charge: -1
- Relative energy (zero: lowest compared OMol25 entry of this formula, charge and spin): 0.9090 eV
- Lowest unoccupied orbital energy: 3.60 eV

[9]
Formula: C11H14O2
Source: the Open Molecules 2025 dataset
Level of theory: ωB97M-V with the def2-TZVPD basis set

The geometry in XYZ format:
```
27
C11H14O2 | the Open Molecules 2025 dataset | ωB97M-V with the def2-TZVPD basis set
C 2.818 1.263 0.002
O 1.948 0.245 -0.447
C 0.556 0.455 -0.178
C -0.063 -0.481 0.833
C -0.062 -1.861 0.561
C -0.678 -2.794 1.390
C -1.316 -2.367 2.570
C -1.379 -0.971 2.812
C -0.714 -0.057 1.996
O 0.063 1.768 -0.197
C -0.267 1.030 -1.396
C 0.502 1.399 -2.705
C -1.727 0.585 -1.585
H 3.021 1.127 1.079
H 3.738 1.186 -0.592
H 2.463 2.282 -0.176
H 0.430 -2.164 -0.336
H -0.688 -3.874 1.184
H -1.793 -3.084 3.255
H -1.924 -0.554 3.635
H -0.746 1.020 2.197
H 0.845 0.492 -3.250
H 1.364 2.005 -2.458
H -0.164 2.010 -3.333
H -2.275 0.706 -0.649
H -2.206 1.118 -2.396
H -1.746 -0.482 -1.816
```

Properties
- SMILES string: CO[C@@]1(c2ccccc2)OC1(C)C
- Orbital gap: 9.91 eV
- Relative energy (zero: lowest compared OMol25 entry of this formula, charge and spin): 1.8739 eV
- Lowest unoccupied orbital energy: 0.87 eV

[10]
Formula: C29H68B3N7O11
Source: the Open Molecules 2025 dataset
Level of theory: ωB97M-V with the def2-TZVPD basis set

The geometry in XYZ format:
```
118
C29H68B3N7O11 | the Open Molecules 2025 dataset | ωB97M-V with the def2-TZVPD basis set
C -1.004 -2.302 0.155
C 0.043 -2.250 -0.954
C 0.059 -3.598 -1.677
C -0.230 -1.132 -1.968
C -0.632 0.210 -1.333
B -2.152 0.406 -1.084
O -2.633 1.134 0.012
B -3.757 1.904 -0.198
O -4.665 1.493 -1.147
B -4.426 0.184 -1.567
C -5.528 -0.918 -1.517
C -4.968 -2.340 -1.443
C -4.670 -2.914 -2.836
O -5.855 -3.199 -0.725
O -3.122 -0.082 -1.952
H -1.979 -2.540 -0.290
H -1.105 -1.352 0.682
H -0.775 -3.088 0.873
H 1.031 -2.116 -0.508
H 0.896 -3.673 -2.374
H -0.857 -3.712 -2.268
H 0.092 -4.429 -0.971
H 0.680 -0.974 -2.553
H -0.999 -1.461 -2.674
H -0.347 1.019 -2.022
H -0.071 0.404 -0.416
H -3.910 2.905 0.425
H -6.191 -0.821 -2.386
H -6.160 -0.724 -0.644
H -4.048 -2.344 -0.854
H -4.608 -2.130 -3.592
H -5.450 -3.626 -3.106
H -3.713 -3.440 -2.854
H -6.767 -2.888 -0.853
C -3.128 5.527 -4.231
N -2.189 4.718 -3.486
C -2.674 3.605 -2.687
C -0.864 4.951 -3.499
O -0.040 4.294 -2.892
H -3.851 6.001 -3.564
H -3.673 4.921 -4.958
H -2.587 6.305 -4.766
H -2.402 3.750 -1.640
H -2.224 2.671 -3.028
H -3.755 3.537 -2.777
H -0.584 5.812 -4.132
C 2.360 6.993 -2.389
N 2.928 7.745 -3.489
C 3.441 9.082 -3.256
C 2.998 7.243 -4.738
O 3.463 7.840 -5.690
H 1.504 7.522 -1.966
H 3.100 6.840 -1.601
H 2.022 6.020 -2.745
H 2.913 9.812 -3.871
H 4.500 9.140 -3.511
H 3.308 9.331 -2.206
H 2.587 6.222 -4.816
C 0.603 -0.462 5.302
N 1.348 -0.949 4.163
C 2.802 -1.002 4.226
C 0.740 -1.355 3.034
O 1.319 -1.761 2.044
H 0.879 0.568 5.538
H 0.788 -1.079 6.183
H -0.462 -0.492 5.077
H 3.235 -0.391 3.436
H 3.169 -2.017 4.091
H 3.132 -0.630 5.193
H -0.362 -1.278 3.083
C -9.473 -2.139 3.296
N -8.736 -2.006 2.057
C -7.317 -1.698 2.110
C -9.316 -2.160 0.859
O -8.726 -2.094 -0.210
H -9.438 -1.211 3.870
H -9.056 -2.942 3.905
H -10.514 -2.371 3.074
H -7.117 -0.755 1.598
H -6.737 -2.475 1.626
H -7.009 -1.624 3.149
H -10.398 -2.358 0.919
C 8.491 -0.413 2.289
N 7.147 -0.824 2.644
C 6.032 -0.378 1.827
C 6.889 -1.611 3.703
O 5.777 -1.987 4.027
H 8.579 0.676 2.321
H 8.758 -0.750 1.288
H 9.197 -0.838 3.001
H 5.329 0.208 2.421
H 5.489 -1.228 1.413
H 6.416 0.235 1.015
H 7.797 -1.902 4.257
C -4.662 -6.364 0.185
N -5.221 -6.288 1.520
C -5.382 -7.502 2.298
C -5.601 -5.121 2.069
O -6.083 -5.016 3.187
H -5.283 -6.996 -0.453
H -3.653 -6.781 0.218
H -4.626 -5.367 -0.250
H -6.429 -7.658 2.561
H -4.813 -7.445 3.227
H -5.028 -8.346 1.710
H -5.450 -4.260 1.403
C 12.214 2.941 -0.164
N 11.840 1.556 0.022
C 12.700 0.680 0.799
C 10.713 1.039 -0.506
O 10.366 -0.120 -0.374
H 13.175 3.021 -0.675
H 12.288 3.458 0.795
H 11.458 3.440 -0.768
H 13.043 -0.159 0.194
H 12.163 0.274 1.657
H 13.558 1.250 1.148
H 10.125 1.774 -1.080
```

Properties
- SMILES string: CC(C)CCB1OBOB(C[C@H](C)O)O1.CN(C)C=O.CN(C)C=O.CN(C)C=O.CN(C)C=O.CN(C)C=O.CN(C)C=O.CN(C)C=O
- Orbital gap: 9.49 eV
- Lowest unoccupied orbital energy: 0.49 eV

[11]
Formula: HO3S3
Source: the Open Molecules 2025 dataset
Level of theory: ωB97M-V with the def2-TZVPD basis set

The geometry in XYZ format:
```
7
HO3S3 | the Open Molecules 2025 dataset | ωB97M-V with the def2-TZVPD basis set
O 0.421 0.532 1.255
O -0.023 1.533 -1.174
O 1.952 0.180 -0.715
S -1.787 -1.272 0.754
S -0.548 -1.294 -0.894
S 0.591 0.451 -0.447
H -0.606 -0.131 1.222
```

Properties
- Orbital gap: 7.38 eV
- Total charge: -1
- Relative energy (zero: lowest compared OMol25 entry of this formula, charge and spin): 0.7976 eV
- Lowest unoccupied orbital energy: 3.55 eV

[12]
Formula: C4H3O2
Source: the Open Molecules 2025 dataset
Level of theory: ωB97M-V with the def2-TZVPD basis set

The geometry in XYZ format:
```
9
C4H3O2 | the Open Molecules 2025 dataset | ωB97M-V with the def2-TZVPD basis set
C -0.109 0.887 -0.890
C -1.192 0.388 -1.260
C 1.371 -0.240 1.679
C -2.151 -0.477 -1.662
O -2.853 -1.301 -1.967
O 1.353 0.309 0.633
H 0.677 1.584 -1.148
H 2.199 -0.072 2.459
H 0.706 -1.075 2.155
```

Properties
- Orbital gap: 8.11 eV
- Total charge: +1
- Relative energy (zero: lowest compared OMol25 entry of this formula, charge and spin): 2.5602 eV
- Lowest unoccupied orbital energy: -6.63 eV

> Which formula does entry 8 have?

C4H8NO2Si